{
  "formula": "C12H10F5O2PtSSbSe4Te",
  "method": "ωB97M-V/def2-TZVPD",
  "symbols": ["Pt", "Se", "Sb", "Se", "Se", "Se", "F", "Te", "F", "F", "F", "F", "O", "O", "S", "C", "C", "C", "C", "C", "C", "C", "C", "C", "C", "C", "C", "H", "H", "H", "H", "H", "H", "H", "H", "H", "H"],
  "xyz": [[8.61, 15.89, 5.93], [9.88, 15.22, 3.97], [11.09, 17.40, 4.29], [9.28, 14.52, 7.71], [10.36, 17.68, 6.50], [12.85, 18.57, 3.28], [3.87, 18.49, 5.09], [5.36, 17.48, 5.48], [4.44, 15.97, 4.80], [6.10, 19.06, 6.03], [4.53, 17.17, 7.13], [6.05, 17.88, 3.82], [6.63, 16.36, 6.06], [7.24, 11.90, 3.76], [7.56, 11.33, 5.10], [7.51, 9.59, 5.08], [8.22, 8.79, 4.18], [8.09, 7.38, 4.08], [7.03, 6.85, 4.88], [6.31, 7.64, 5.79], [6.53, 9.02, 5.83], [9.31, 11.44, 5.23], [10.01, 10.88, 6.28], [11.44, 11.07, 6.46], [12.08, 11.81, 5.53], [11.44, 12.23, 4.33], [10.05, 12.02, 4.21], [8.92, 9.31, 3.42], [8.69, 6.89, 3.37], [6.90, 5.72, 4.89], [5.59, 7.09, 6.39], [5.96, 9.66, 6.53], [9.60, 10.28, 6.98], [11.85, 10.70, 7.36], [13.17, 12.04, 5.80], [11.95, 12.81, 3.58], [9.58, 12.38, 3.32]],
  "multiplicity": 5,
  "s_squared": 6.02,
  "de_lowest_kcal_mol": 0.0
}

=====

{
  "formula": "C12H10F6N8O4PdS3Se",
  "method": "ωB97M-V/def2-TZVPD",
  "symbols": ["Pd", "F", "C", "F", "F", "S", "O", "O", "N", "S", "O", "O", "C", "F", "F", "F", "Se", "C", "N", "N", "C", "N", "N", "C", "N", "H", "H", "H", "H", "N", "C", "N", "C", "C", "C", "C", "C", "C", "S", "H", "H", "H", "H", "H", "H"],
  "xyz": [[-0.58, 0.75, -0.28], [3.72, -1.11, 0.91], [3.48, 0.22, 0.89], [3.62, 0.65, 2.16], [4.48, 0.78, 0.19], [1.77, 0.57, 0.13], [1.83, 2.01, 0.09], [1.95, -0.21, -1.06], [0.99, -0.16, 1.34], [-0.10, 0.71, 2.09], [-0.01, 2.15, 2.10], [-1.41, 0.11, 2.29], [0.55, 0.41, 3.84], [-0.33, 0.94, 4.73], [1.73, 1.01, 4.07], [0.70, -0.88, 4.19], [-5.44, 2.04, -1.53], [-3.97, 1.18, -1.04], [-3.03, 0.60, -0.68], [-1.81, 5.40, 0.07], [-1.59, 4.07, -0.25], [-2.12, 3.16, 0.58], [-0.94, 3.83, -1.34], [-0.59, 2.63, -1.76], [-0.24, 1.75, -2.46], [-2.65, 5.58, 0.59], [-1.65, 6.02, -0.71], [-2.31, 3.41, 1.53], [-1.79, 2.19, 0.44], [-2.37, -2.07, 0.64], [-1.21, -2.43, 0.04], [-0.68, -1.85, -0.98], [0.32, -2.61, -1.54], [1.02, -2.29, -2.70], [1.96, -3.19, -3.18], [2.21, -4.40, -2.53], [1.52, -4.73, -1.38], [0.58, -3.83, -0.89], [-0.47, -4.00, 0.49], [-2.67, -1.14, 0.35], [-2.43, -2.22, 1.63], [0.82, -1.34, -3.17], [2.52, -2.95, -4.08], [2.93, -5.10, -2.94], [1.69, -5.67, -0.87]],
  "total_charge": -2
}

=====

{
  "formula": "C12H10LaN3S5Sb",
  "method": "ωB97M-V/def2-TZVPD",
  "symbols": ["La", "S", "C", "N", "C", "C", "C", "C", "C", "C", "S", "H", "H", "H", "H", "S", "Sb", "S", "S", "N", "C", "C", "C", "N", "C", "C", "H", "H", "H", "H", "H", "H"],
  "xyz": [[1.22, 2.87, 0.09], [4.09, 2.35, 0.15], [3.52, 0.76, -0.03], [2.32, 0.43, -0.44], [2.14, -0.96, -0.44], [0.98, -1.62, -0.79], [0.87, -2.98, -0.60], [1.95, -3.74, -0.10], [3.13, -3.10, 0.24], [3.20, -1.72, 0.05], [4.51, -0.62, 0.41], [0.17, -0.98, -1.20], [-0.05, -3.51, -0.87], [1.89, -4.83, 0.03], [4.00, -3.69, 0.56], [-0.47, 7.07, -1.74], [0.12, 6.26, 0.28], [2.27, 5.37, 0.28], [-1.01, 4.30, 1.10], [-4.20, -1.57, 0.22], [-3.19, -0.62, 0.19], [-3.35, 0.58, -0.48], [-2.31, 1.46, -0.50], [-1.13, 1.25, 0.07], [-1.02, 0.12, 0.80], [-1.97, -0.87, 0.86], [-5.11, -1.18, 0.07], [-4.13, -2.27, 0.95], [-4.26, 0.85, -0.93], [-2.39, 2.41, -1.01], [-0.04, -0.04, 1.33], [-1.73, -1.78, 1.44]],
  "multiplicity": 2,
  "s_squared": 0.76,
  "de_lowest_kcal_mol": 8.3
}

=====

{
  "formula": "C12H10N4OOsS3",
  "method": "ωB97M-V/def2-TZVPD",
  "symbols": ["Os", "O", "N", "C", "C", "C", "C", "C", "S", "H", "H", "H", "H", "S", "C", "N", "N", "C", "S", "C", "C", "C", "N", "C", "C", "H", "H", "H", "H", "H", "H"],
  "xyz": [[-1.32, 0.89, 0.70], [-0.59, 1.03, -1.11], [-1.47, 1.07, -2.14], [-1.02, 1.51, -3.33], [-1.88, 1.52, -4.40], [-3.20, 1.10, -4.23], [-3.63, 0.66, -2.99], [-2.73, 0.66, -1.93], [-3.08, 0.10, -0.30], [0.01, 1.82, -3.35], [-1.52, 1.87, -5.36], [-3.89, 1.11, -5.06], [-4.64, 0.33, -2.82], [-3.10, 4.01, 3.40], [-2.38, 2.91, 2.64], [-1.77, 2.00, 2.07], [4.73, -2.60, 1.85], [3.69, -2.41, 2.68], [3.65, -2.96, 4.22], [2.52, -1.64, 2.12], [1.40, -1.43, 2.92], [0.32, -0.74, 2.43], [0.31, -0.22, 1.18], [1.38, -0.42, 0.38], [2.48, -1.13, 0.82], [5.52, -3.11, 2.21], [4.77, -2.27, 0.91], [1.38, -1.82, 3.93], [-0.57, -0.59, 3.03], [1.34, 0.00, -0.61], [3.29, -1.24, 0.12]],
  "total_charge": 2
}

=====

{
  "formula": "C12H10N6S3",
  "method": "ωB97M-V/def2-TZVPD",
  "symbols": ["S", "C", "N", "N", "C", "C", "C", "C", "S", "C", "N", "C", "S", "N", "N", "C", "N", "C", "C", "C", "C", "H", "H", "H", "H", "H", "H", "H", "H", "H", "H"],
  "xyz": [[2.52, -4.23, -2.45], [1.95, -2.63, -2.08], [2.12, -1.54, -2.82], [1.58, -0.44, -2.15], [1.02, -0.89, -1.07], [0.23, -0.19, -0.07], [-0.28, 1.18, -0.09], [-1.12, 1.41, 1.01], [-1.32, 0.03, 2.07], [-0.26, -0.89, 1.01], [0.11, -2.25, 1.11], [-0.16, -3.19, 2.04], [-1.12, -3.02, 3.49], [0.40, -4.31, 1.72], [1.11, -4.17, 0.58], [0.90, -2.93, 0.22], [1.29, -2.25, -0.94], [-1.77, 2.75, 1.27], [-1.19, 3.84, 0.35], [-1.02, 3.30, -1.09], [-0.01, 2.20, -1.16], [3.47, -3.84, -3.32], [-0.32, -3.85, 4.21], [-1.53, 3.04, 2.30], [-2.86, 2.64, 1.16], [-1.82, 4.70, 0.35], [-0.22, 4.15, 0.75], [-1.95, 2.95, -1.50], [-0.69, 4.16, -1.69], [1.01, 2.53, -1.03], [-0.07, 1.76, -2.16]],
  "smiles": "Sc1nnc2c3c4c(sc3n3c(S)nnc3n12)CCCC4"
}

=====

{
  "formula": "C12H10O2",
  "method": "ωB97M-V/def2-TZVPD",
  "symbols": ["O", "C", "C", "C", "C", "C", "C", "C", "C", "C", "C", "C", "C", "O", "H", "H", "H", "H", "H", "H", "H", "H", "H", "H"],
  "xyz": [[0.02, 2.68, 1.67], [0.55, 2.04, 0.74], [0.86, 2.81, -0.51], [1.40, 2.25, -1.66], [1.72, 0.89, -1.54], [1.58, 0.12, -0.39], [0.94, 0.49, 0.89], [-0.49, -0.29, 1.25], [-1.59, -0.13, 0.32], [-2.16, -1.07, -0.55], [-1.86, -2.45, -0.57], [-0.89, -2.82, 0.34], [-0.13, -1.87, 1.23], [0.74, -2.35, 1.95], [0.73, 3.94, -0.50], [1.79, 2.84, -2.49], [2.26, 0.40, -2.34], [1.91, -0.91, -0.44], [1.62, 0.33, 1.76], [-0.78, 0.01, 2.30], [-1.97, 0.89, 0.22], [-3.00, -0.71, -1.13], [-2.53, -3.14, -1.06], [-0.71, -3.94, 0.49]],
  "smiles": "O=C1C=CC=C[C@@H]1[C@H]1C=CC=CC1=O",
  "de_lowest_kcal_mol": 67.1
}

=====

Number 1: maximum force 4.3 eV/A, E_tot -11744.45060 a.u.. Number 2: maximum force 2.6 eV/A, E_tot -5525.44933 a.u.. Number 3: maximum force 1.8 eV/A, E_tot -2890.47953 a.u.. Number 4: maximum force 0.3 eV/A, E_tot -2042.14215 a.u.. Number 5: maximum force 2.2 eV/A, E_tot -1986.36499 a.u.. Number 6: maximum force 4.0 eV/A, E_tot -613.63087 a.u..